# 1
Formula: C16H19Cl2N5Pd
Source: the OMol25 dataset
Level of theory: ωB97M-V/def2-TZVPD

Structure (XYZ):
```
43
Properties=species:S:1:pos:R:3:nbo_charge:R:1
Pd -0.76902 0.53515 0.62671 0.5478
N -0.96487 -1.27735 -0.93048 -0.8709
C -0.41405 -1.53670 -2.27205 -0.2156
C 0.81289 -2.45201 -2.25847 -0.4016
C 2.16762 -1.78692 -2.00653 -0.4036
C 2.31620 -1.01126 -0.69373 -0.2376
N 2.05743 0.42126 -0.90606 -0.8609
H -0.55247 -1.87199 -0.21484 0.4116
H -1.96153 -1.44878 -0.91320 0.3754
H -0.15150 -0.58875 -2.75230 0.1787
H -1.18279 -2.00130 -2.89441 0.1837
H 0.86663 -2.95390 -3.22810 0.2104
H 0.64702 -3.24111 -1.51708 0.2009
H 2.38509 -1.10408 -2.83523 0.1962
H 2.93061 -2.56766 -2.05079 0.2082
H 3.31782 -1.18484 -0.28440 0.1694
H 1.60989 -1.36601 0.05933 0.2231
H 2.81787 0.83116 -1.43897 0.3537
H 2.03615 0.90268 -0.01316 0.3700
N 0.47578 2.99246 -5.12133 -0.2804
C -0.16938 2.97035 -4.17155 0.2681
C -0.98093 2.94465 -2.98463 -0.2048
C -2.12764 3.72630 -2.88016 -0.1134
C -2.86487 3.65489 -1.71269 -0.2509
C -2.43577 2.81102 -0.70164 0.0707
N -1.33806 2.05937 -0.80512 -0.4688
C -0.61791 2.12183 -1.92445 0.0886
H -2.42433 4.36931 -3.69756 0.2363
H -3.76178 4.24254 -1.58047 0.2344
H -2.98310 2.72743 0.22817 0.2159
H 0.26919 1.49460 -1.95413 0.2615
Cl 0.85538 -3.53243 2.87207 0.0132
C 0.42391 -2.14120 3.80275 -0.0428
C 0.55101 -2.19800 5.16998 -0.2524
C 0.21583 -1.09076 5.94549 -0.1917
C -0.24545 0.07481 5.33875 -0.2431
C -0.36871 0.12425 3.97229 -0.0577
Cl -0.94821 1.60532 3.26156 0.0060
C -0.05123 -0.97502 3.09234 0.1162
N -0.16390 -0.97852 1.78665 -0.7118
H 0.91252 -3.10584 5.63307 0.2273
H 0.31498 -1.13490 7.02130 0.2161
H -0.50630 0.93997 5.93308 0.2243
```

Calculated values
HOMO level (spin up / spin down) ... -0.2503 / -0.2780 Ha
Kohn-Sham gap (spin up / spin down) ... 6.468 / 6.938 eV
Energy relative to the best compared isomer or geometry (same formula, charge and spin) ... 0.000 eV
Calculated total energy ... -52873.4834 eV
Expectation value of S² ... 2.053
Spin multiplicity ... 3


# 2
Formula: C30H27FeN4PS3Te
Source: the OMol25 dataset
Level of theory: ωB97M-V/def2-TZVPD

Structure (XYZ):
```
67
Properties=species:S:1:pos:R:3:nbo_charge:R:1
Fe -0.11070 -0.78160 1.21434 0.2870
C 3.98001 -1.28332 4.70124 -0.7348
S 2.82370 0.10456 4.76864 0.2734
C 1.91952 -0.17465 3.28155 -0.0592
S 0.23448 0.12462 3.33091 -0.1508
N 2.61299 -0.58804 2.25116 -0.4100
N 1.79307 -0.90301 1.19023 -0.1730
C 2.33804 -1.34008 0.12071 0.0081
C 1.39174 -1.77493 -0.91278 0.1477
C 1.79100 -2.30117 -2.12799 -0.1717
C 0.82807 -2.69550 -3.04112 -0.1683
C -0.50671 -2.56067 -2.70212 -0.2405
C -0.82436 -2.02809 -1.46683 0.0851
N 0.09267 -1.63364 -0.58513 -0.4443
H 4.60331 -1.20342 5.59048 0.2249
H 4.59216 -1.22547 3.80687 0.2331
H 3.42111 -2.21591 4.71679 0.2304
H 3.41520 -1.43186 0.02547 0.2099
H 2.84775 -2.39898 -2.33919 0.2201
H 1.11330 -3.10711 -4.00011 0.2227
H -1.29343 -2.86846 -3.37610 0.2264
H -1.85907 -1.91688 -1.16997 0.1887
N -2.15795 -0.63736 1.18948 -0.8125
C -2.77420 0.58283 0.68426 0.1207
C -4.16037 0.69838 0.65794 -0.2247
C -4.75242 1.88982 0.27745 -0.1860
C -3.95469 2.97627 -0.06665 -0.2131
C -2.57684 2.84529 -0.06573 -0.1923
C -1.96660 1.64099 0.28881 -0.2726
P -0.14488 1.36980 0.24583 1.0219
C 0.46757 3.03332 0.70235 -0.3763
C 0.74359 3.32190 2.03902 -0.1842
C 1.13164 4.60104 2.41515 -0.2047
C 1.25123 5.60218 1.46347 -0.1920
C 0.99948 5.31718 0.12861 -0.2356
C 0.61636 4.03983 -0.25249 -0.1452
C 0.21782 1.33219 -1.54768 -0.3656
C 1.56168 1.42406 -1.92263 -0.2080
C 1.92458 1.40507 -3.25978 -0.2083
C 0.94913 1.27335 -4.24176 -0.2071
C -0.38374 1.16142 -3.87772 -0.2234
C -0.74960 1.19617 -2.53594 -0.1539
H -2.60567 -1.44954 0.77394 0.3922
H -2.35854 -0.72374 2.18498 0.4159
H -4.77032 -0.14777 0.95342 0.2190
H -5.83112 1.97810 0.26773 0.2208
H -4.40688 3.92063 -0.34004 0.2206
H -1.96233 3.69340 -0.34231 0.2259
H 0.64417 2.54606 2.78511 0.2468
H 1.34073 4.81112 3.45610 0.2205
H 1.53863 6.60321 1.75858 0.2160
H 1.09739 6.09175 -0.62137 0.2154
H 0.42285 3.83423 -1.29791 0.2125
H 2.32513 1.53496 -1.15911 0.2249
H 2.96737 1.49532 -3.53764 0.2182
H 1.22858 1.26938 -5.28772 0.2167
H -1.14568 1.05054 -4.63905 0.2160
H -1.79651 1.13357 -2.26337 0.2132
Te -0.25471 -3.02517 2.49406 -0.0138
C -0.55053 -4.54052 1.05225 -0.4873
C -1.62427 -4.78850 0.24036 -0.3250
C -1.46799 -5.94417 -0.58400 -0.2656
C -0.26902 -6.55886 -0.39005 -0.4497
S 0.65912 -5.72571 0.78373 0.4520
H -2.51640 -4.17474 0.25303 0.2055
H -2.21895 -6.30272 -1.27534 0.2155
H 0.10933 -7.45095 -0.86441 0.2316
```

Calculated values
HOMO level ... -0.2416 Ha
Kohn-Sham gap ... 6.242 eV
Energy relative to the best compared isomer or geometry (same formula, charge and spin) ... 0.000 eV
Calculated total energy ... -120984.6754 eV


# 3
Formula: C5H5FO2
Source: the OMol25 dataset
Level of theory: ωB97M-V/def2-TZVPD

Structure (XYZ):
```
13
Properties=species:S:1:pos:R:3:nbo_charge:R:1
C -0.11721 1.29267 0.57794 -0.6016
C -0.44054 -0.22052 0.64110 0.0946
C 0.92281 1.64844 -0.11062 0.7312
C 1.42671 -1.05177 -0.26017 0.5468
C -1.11914 -0.59284 -0.68652 -0.6132
O 1.82748 1.99756 -0.74684 -0.4323
O 0.68182 -1.08641 0.83033 -0.4836
F 2.45906 -1.88068 0.13049 -0.3649
H -0.62639 1.96449 1.13612 0.2616
H -1.20486 -0.39277 1.39592 0.2139
H -0.38506 -0.42471 -1.41595 0.2291
H -1.90326 0.25529 -0.80577 0.2118
H -1.52141 -1.50875 -0.68602 0.2065
```

Calculated values
HOMO level ... -0.3475 Ha
Kohn-Sham gap ... 9.714 eV
Energy relative to the best compared isomer or geometry (same formula, charge and spin) ... 3.276 eV
Calculated total energy ... -12074.6126 eV


# 4
Formula: C31H53BFN6O7P
Source: the OMol25 dataset
Level of theory: ωB97M-V/def2-TZVPD

Structure (XYZ):
```
100
Properties=species:S:1:pos:R:3:lowdin_charge:R:1
H -7.34444 -0.10368 1.95363 0.0480
N -6.62517 0.12262 1.23675 0.0760
C -7.22439 0.44411 0.10048 -0.2055
C -6.40740 0.86143 -1.22411 -0.1241
C -4.90841 0.31679 -1.02872 -0.0503
C -4.68207 -1.20811 -1.40007 -0.1000
O -5.73649 -2.07759 -1.84879 -0.0712
N -6.31484 -2.74981 -0.81768 -0.0082
O -7.45038 -3.01069 -1.10806 0.0434
C -3.25087 -1.76009 -1.22599 0.0793
B -3.05360 -3.35883 -1.58288 -0.4829
N -2.51952 -3.86168 -2.87591 0.1490
O -3.47780 -4.32838 -0.57114 0.0505
C -2.01356 -0.87852 -0.75122 -0.1091
N -0.75482 -1.57180 -0.69081 0.1672
C 0.23570 -0.62182 -0.28935 -0.2397
N 1.60928 -1.19084 -0.17950 -0.0175
C 1.66339 -2.20310 0.92764 -0.2197
C 0.70203 -1.81230 2.19496 -0.1984
C 1.25815 -2.70944 3.44675 -0.1173
C 0.03206 0.88474 0.06510 -0.3013
P 1.44064 2.07748 0.59359 0.9245
C 2.80434 2.10796 -0.76454 -0.3135
C 0.79085 3.88688 0.57581 -0.4081
C 0.75836 4.43711 -0.94551 -0.1783
N -1.26422 1.49149 0.02496 0.0695
C -2.30692 0.59915 -0.40882 -0.1073
C -3.76833 1.22702 -0.51654 0.0054
C -3.94026 2.76514 -0.08857 -0.2570
F -5.25355 3.11812 0.37546 -0.0600
C -3.34410 3.80296 -1.19587 -0.1556
C -2.77013 5.05754 -0.31934 -0.1272
H -8.36907 0.41481 0.08447 0.1117
H -6.47784 1.96888 -1.48432 0.1129
H -6.86214 0.23642 -2.07917 0.1135
H -2.58440 -4.88964 -2.95445 0.0714
H -1.56529 -3.52090 -3.07035 0.0492
H -3.50567 -5.20551 -1.02437 0.0902
H 2.31082 -0.44831 -0.08780 0.0491
H 2.73600 -2.17853 1.34715 0.1167
H 1.44743 -3.26748 0.55419 0.1145
H -0.40169 -2.06699 1.98186 0.1039
H 0.80853 -0.70641 2.46189 0.0949
H 1.70838 -2.02735 4.27196 0.0590
H 0.44818 -3.41438 3.85745 0.0752
H 2.13715 -3.37583 3.09842 0.0452
H 2.38278 1.87749 -1.81150 0.0418
H 3.34726 3.13687 -0.72555 0.0358
H 3.53747 1.26636 -0.46132 0.0323
H -0.19125 4.01478 1.14110 0.0508
H 1.60155 4.49894 1.13228 0.0800
H 0.06373 5.33889 -1.07203 0.0536
H 1.81052 4.78899 -1.30424 0.0558
H 0.47922 3.54212 -1.61262 0.0608
H -3.23824 2.89849 0.82395 0.1356
H -2.43749 3.34317 -1.75010 0.1075
H -4.14405 4.21445 -1.89719 0.1106
H -2.11856 5.76693 -0.93709 0.0608
H -3.67514 5.56826 0.16937 0.0829
H -2.10450 4.69697 0.55566 0.0558
C 4.91307 7.08465 -2.84692 -0.0217
C 5.04588 5.67930 -2.32391 -0.4894
C 6.19636 4.85462 -2.83630 -0.0207
O 4.25309 5.22709 -1.51737 0.0396
H 4.04100 7.55933 -2.39170 0.0849
H 5.80207 7.66333 -2.58728 0.0872
H 4.77618 7.06657 -3.93024 0.0872
H 7.14233 5.33423 -2.57616 0.0875
H 6.11642 4.73750 -3.91919 0.0875
H 6.16665 3.86533 -2.37405 0.0831
C 1.31906 -0.45743 -4.26365 -0.0254
C 0.13310 -1.28019 -4.69183 -0.4918
C -0.85960 -0.63508 -5.62160 -0.0197
O -0.01706 -2.42280 -4.30076 0.0503
H 1.94815 -1.04986 -3.59515 0.0810
H 1.90839 -0.17174 -5.13787 0.0842
H 0.97990 0.43223 -3.72812 0.0751
H -0.36742 -0.35742 -6.55628 0.0842
H -1.29516 0.24664 -5.14635 0.0868
H -1.66018 -1.34404 -5.84447 0.0861
C 4.60009 -4.97714 -0.21146 -0.0138
C 3.84218 -5.28957 1.05161 -0.4705
C 4.17791 -6.57398 1.76206 -0.0201
O 2.99058 -4.53217 1.48140 0.0200
H 4.25408 -4.02245 -0.61446 0.0831
H 5.66772 -4.89942 0.00534 0.0866
H 4.42052 -5.75656 -0.95502 0.0879
H 5.22674 -6.56719 2.06655 0.0859
H 3.97956 -7.42442 1.10612 0.0864
H 3.55487 -6.66734 2.65437 0.0852
C 1.83413 -2.52134 8.14254 -0.0256
C 0.87030 -1.81674 7.22470 -0.4992
C -0.59954 -1.97301 7.51080 -0.0237
O 1.26410 -1.14722 6.28817 0.0420
H 2.85702 -2.32004 7.81654 0.0832
H 1.71287 -2.15209 9.16321 0.0839
H 1.66100 -3.59910 8.10676 0.0848
H -0.82902 -1.57935 8.50339 0.0840
H -0.88071 -3.02647 7.44691 0.0856
H -1.17382 -1.41194 6.77024 0.0859
```

Calculated values
Structure (SMILES) ... [H]/N=C/Cc1c(ON=O)c(B(N)O)c2nc(NCCC)c(P(C)CC)nc2c1[C@H](F)CC.CC(C)=O.CC(C)=O.CC(C)=O.CC(C)=O
HOMO level ... -0.2788 Ha
Kohn-Sham gap ... 7.138 eV
Calculated total energy ... -68953.1365 eV